Computed, not measured: a molecular structure, C22H17CuN4O2S2, with wB97M-V/def2-TZVPD.

## Properties
2S+1 = 1
Gap between HOMO and LUMO = 7.7 eV

Element x y z (Å)
S 4.731 1.377 1.975
C 3.016 3.860 -1.328
O -1.535 -2.939 2.430
C 3.151 0.628 1.949
H -0.581 3.587 0.212
N 2.864 -0.380 2.773
H -3.120 -2.438 0.762
C -1.099 -4.447 0.007
C -3.196 -1.415 0.426
H 5.967 3.653 0.344
H -5.205 -1.704 -0.272
C 2.899 2.159 0.346
C 4.328 4.151 -0.958
H -1.752 -4.758 0.810
H 1.047 -1.928 -0.729
S -0.519 -2.308 1.627
N -0.898 -0.840 1.151
C -3.659 2.598 -0.724
C 4.219 2.448 0.697
H -2.680 4.501 -0.762
C -3.542 1.236 -0.373
C 2.296 2.867 -0.686
H 2.554 4.413 -2.135
H 3.588 -0.773 3.346
H -1.532 -6.113 -1.271
H 1.272 -3.266 -2.807
Cu 0.423 0.674 0.985
C -0.969 -5.196 -1.156
H -4.589 2.951 -1.153
N -1.276 1.672 0.359
C -2.135 -0.551 0.603
C -0.371 -3.277 0.144
C -2.614 3.451 -0.514
C 4.945 3.441 0.060
O 0.816 -2.230 2.194
C -0.119 -4.771 -2.165
C 0.608 -3.595 -2.018
H 1.284 2.621 -0.982
C -1.429 2.935 0.034
N 2.303 1.137 1.086
H 4.874 4.930 -1.472
C -2.318 0.811 0.184
H 2.020 -0.939 2.617
H -0.022 -5.355 -3.071
C -4.406 -0.983 -0.153
C -4.595 0.309 -0.548
C 0.486 -2.845 -0.862
H -5.530 0.638 -0.981



Computed, not measured: C22H17F3O5S2 in the gas phase, with wB97M-V/def2-TZVPD.

## Properties
2S+1 = 1
SMILES string = COC1([C@H](c2ccccc2)c2ccc(C(F)(F)F)cc2)S(=O)(=O)c2ccccc2S1(=O)=O
Gap between HOMO and LUMO = 9.3 eV

Element x y z (Å)
H 0.162 -2.054 -6.496
O -0.473 1.451 -0.354
C -2.450 1.583 3.388
H -3.076 -1.116 0.714
C 4.899 0.167 3.165
S 0.802 -0.731 -1.717
H -2.295 -1.648 -6.383
O -2.523 -1.765 -1.171
H -4.603 1.889 3.372
C -0.284 -1.659 -5.580
H 0.773 1.814 1.884
C -3.972 0.390 1.953
H 2.978 2.034 2.937
C -1.387 0.857 2.834
O -3.052 0.651 -1.654
C 1.427 0.941 1.927
H -3.322 -0.807 -4.254
C -2.891 -0.268 1.372
F 4.802 0.283 4.531
C -1.430 -0.730 -3.239
O 1.957 0.124 -1.930
H 1.604 -1.561 -4.504
C 2.684 1.078 2.504
C -2.251 -0.978 -4.334
H -4.976 0.132 1.627
C 3.545 -0.006 2.525
C -0.434 -0.532 0.870
H -0.604 -1.615 0.753
H 1.586 -2.321 1.027
C 3.159 -1.237 2.002
H 0.419 2.438 -1.969
C 0.531 -1.394 -4.473
H -2.270 2.299 4.185
H 3.827 -2.089 2.035
F 5.741 -0.878 2.921
C -3.754 1.358 2.935
C 1.883 -1.366 1.458
C -0.063 -0.919 -3.300
C -0.449 0.083 -0.518
F 5.519 1.307 2.718
C -1.576 0.080 1.689
C -1.663 -1.443 -5.516
O 0.948 -2.089 -1.230
H 0.117 3.400 -0.492
C 0.985 -0.294 1.441
S -2.093 -0.435 -1.587
H 1.486 2.254 -0.506
H -0.411 0.889 3.314
C 0.471 2.434 -0.876



Computed, not measured: a molecular structure, C22H17F5N4O13TeV, with wB97M-V/def2-TZVPD.

## Properties
2S+1 = 3
Gap between HOMO and LUMO (spin up / spin down) = 8.4 / 8.6 eV
Charge = -1

Element x y z (Å)
F -0.599 -1.222 -2.514
C 0.282 0.230 3.919
H -3.730 3.524 2.570
N -0.574 1.773 1.225
O 1.418 -1.462 0.290
O 6.882 -3.715 -1.448
C -2.833 3.043 2.201
F -1.948 -2.758 0.547
C -2.423 1.830 2.726
O 1.972 -3.411 -0.646
O -1.676 -0.553 -0.043
C 5.803 -0.367 -1.773
H 4.520 -3.400 -0.977
O -7.408 -0.442 -1.220
C 5.740 -1.727 -1.549
Te -0.765 -2.946 -1.355
C -0.732 -0.048 2.803
O 7.949 -1.975 -2.132
H 0.557 -0.724 4.382
C -2.724 1.009 -1.565
C -3.906 1.476 -2.132
H -3.827 2.295 -2.835
C -1.276 1.224 2.220
H -6.055 1.283 -2.254
H -4.063 -1.449 0.367
O -1.448 2.717 -2.633
C -4.009 -0.617 -0.321
H -0.231 -0.605 2.013
H 2.248 1.030 4.263
N 6.949 -2.533 -1.724
C -2.779 -0.054 -0.652
H 1.289 1.960 3.108
C 3.417 -0.170 -1.254
N 4.797 1.826 -1.923
H 2.222 -0.608 2.453
F -0.979 -4.790 -0.967
O -0.379 1.149 -1.483
C 3.431 -1.566 -0.974
C -2.078 3.629 1.197
C -1.459 1.708 -1.969
H -2.985 1.343 3.512
O 3.827 2.433 -2.312
C -0.958 2.954 0.743
O -6.486 -1.375 0.486
N -6.449 -0.693 -0.517
O 2.139 0.340 2.306
H -0.353 3.359 -0.060
C -5.134 0.926 -1.820
H -0.175 0.846 4.700
C -5.146 -0.112 -0.907
C 4.561 -2.335 -1.155
H -2.353 4.579 0.760
O 5.905 2.313 -1.763
F -2.510 -2.976 -1.995
H -1.541 -0.671 3.186
O 2.343 0.545 -1.150
C 2.213 -2.241 -0.446
F -0.142 -3.669 -2.986
V 0.593 -0.094 -0.682
C 4.660 0.389 -1.638
H -1.846 -1.478 0.423
H 6.729 0.105 -2.060
C 1.534 0.949 3.435



no.,largest force on an atom (eV/A)
1,0.2
2,2.2
3,2.0